(1)
21
Properties=species:S:1:pos:R:3:forces:R:3:lowdin_charge:R:1 method="wB97M-V/def2-TZVPD" relative_energy_kj_mol=291.6 charge=0 total_energy_ha=-366.32284
H 2.22268 1.01193 -0.27961 -0.25 -0.06 -0.12 0.041
N 1.58416 1.58135 0.27971 -1.22 0.01 -0.72 0.134
C 0.35977 1.18509 0.24765 2.82 -2.92 1.98 -0.315
C -0.52980 1.83627 1.28486 -0.65 0.37 -0.61 -0.065
C 0.06924 -0.58986 -0.23000 -0.34 2.80 0.12 -0.427
C 0.82254 -0.78358 -1.53316 0.06 0.08 -0.04 -0.065
C 0.53654 -1.52150 0.86704 0.27 0.35 0.31 -0.051
C -1.44190 -0.57645 -0.44303 0.52 -1.03 0.22 -0.304
O -1.77887 0.47268 -1.29093 2.99 3.06 1.01 -0.113
H -1.03967 1.09451 1.90262 0.00 0.00 -0.14 0.078
H 0.02939 2.52415 1.92322 0.16 -0.26 -0.22 0.080
H -1.28176 2.43154 0.76125 -0.31 -0.05 0.26 0.079
H 0.54506 -0.02789 -2.27208 -0.04 -0.16 0.07 0.089
H 0.61210 -1.77309 -1.95580 0.03 0.10 0.10 0.094
H 1.90337 -0.71616 -1.38118 -0.05 -0.08 0.02 0.075
H 0.51009 -2.56705 0.53959 -0.10 0.15 -0.08 0.091
H 1.57224 -1.29392 1.14130 -0.13 -0.09 -0.03 0.087
H -0.07524 -1.42982 1.76870 0.03 -0.01 -0.07 0.083
H -1.68216 -1.55690 -0.89443 -0.31 0.40 -0.06 0.136
H -1.97892 -0.50634 0.51458 0.14 -0.08 -0.03 0.115
H -0.95885 1.20506 -0.95029 -3.61 -2.59 -1.96 0.159


(2)
21
Properties=species:S:1:pos:R:3:forces:R:3:lowdin_charge:R:1 method="wB97M-V/def2-TZVPD" relative_energy_kj_mol=635.1 charge=0 total_energy_ha=-366.19201
C -1.75453 -0.54673 -0.50422 1.42 -1.65 0.65 -0.361
C 0.35170 -0.70706 0.13101 -5.43 -0.95 -0.55 -0.247
C 0.37455 -1.09937 1.58504 0.07 0.01 -0.12 -0.074
C 2.74173 0.15569 -0.09467 -1.72 1.50 -0.48 -0.015
C 0.58382 0.57226 -0.27305 5.47 0.73 0.49 -0.188
N -2.52732 0.59142 -0.13630 0.22 0.47 0.17 0.030
C 0.32014 1.82264 -0.53940 -0.24 -0.06 -0.37 0.031
O -1.76728 -0.73192 -1.87970 0.12 0.28 0.13 -0.036
H -1.54882 0.12361 -2.27733 -0.01 -0.11 0.00 0.092
H -2.05254 -1.48834 -0.03664 -0.16 -0.08 -0.18 0.102
H 0.57988 -1.48542 -0.59260 0.03 0.08 0.09 0.128
H -2.48561 0.77318 0.85886 -0.02 0.00 -0.06 0.082
H -3.50347 0.50895 -0.42626 0.27 -0.14 0.07 0.088
H 1.31808 -1.59539 1.82308 0.02 0.05 0.04 0.074
H 0.26715 -0.23369 2.23931 -0.01 -0.02 -0.08 0.086
H -0.43275 -1.80601 1.79639 0.09 0.02 -0.03 0.073
H 3.02478 0.79303 0.73974 0.13 0.03 -0.13 0.006
H 3.06070 -0.87398 0.04875 -0.47 -0.10 0.01 0.008
H 3.03861 0.53655 -1.06874 0.22 0.07 0.13 0.002
H 1.11588 2.53990 -0.70415 -0.02 -0.11 0.03 0.066
H -0.70470 2.15067 -0.68912 0.02 -0.04 0.18 0.052


(3)
21
Properties=species:S:1:pos:R:3:forces:R:3:lowdin_charge:R:1 method="wB97M-V/def2-TZVPD" relative_energy_kj_mol=702.5 charge=0 total_energy_ha=-366.16632
C 2.40079 -1.66935 1.18252 -0.92 -0.76 -0.28 0.062
C -1.62889 1.53987 -1.85697 -1.51 -0.03 0.76 -0.189
C -0.31757 0.81972 -1.97551 -0.49 1.69 -0.11 -0.085
C 1.45595 -0.92901 1.89117 0.83 1.17 -0.95 -0.575
N 0.10764 -0.90617 1.25982 -0.58 1.51 -2.46 -0.096
C -0.09486 -1.04349 -0.16285 2.27 -1.22 3.00 -0.028
C -0.64544 0.26431 1.73987 0.28 0.16 0.02 -0.066
O 1.60007 -0.13167 2.82104 0.06 -0.37 0.42 -0.046
H 3.46812 -1.73320 1.35092 -0.26 0.38 0.40 0.050
H 2.00031 -2.40367 0.50235 0.14 -0.27 -0.06 0.023
H -1.80336 2.34397 -2.57293 0.44 -0.07 -0.44 0.072
H -2.51086 0.87431 -1.97205 0.51 0.25 0.21 0.081
H -0.39730 0.07089 -0.72819 0.60 0.92 -2.08 0.070
H 0.45011 1.59437 -1.99876 0.53 -0.35 1.14 0.076
H -0.17517 0.40938 -2.98163 -0.23 -1.38 0.70 0.083
H -0.86351 -1.73089 -0.47318 -0.61 0.25 -0.23 0.113
H 0.89905 -1.16618 -0.55278 0.04 -0.58 -0.88 0.069
H -1.71675 2.06613 -0.88825 0.02 -0.42 -0.25 0.072
H -0.05504 1.20259 1.48716 -0.30 -1.07 0.37 0.120
H -0.61700 0.15613 2.84283 -1.07 0.59 -0.74 0.098
H -1.55631 0.37194 1.08542 0.24 -0.40 1.46 0.096


(4)
21
Properties=species:S:1:pos:R:3:forces:R:3:mulliken_spin:R:1 method="wB97M-V/def2-TZVPD" relative_energy_kj_mol=383.7 multiplicity=2 charge=+1 total_energy_ha=-365.96380 s2=0.7546
C -0.68835 -1.58086 -0.59775 -1.93 1.40 -0.19 0.008
N 0.37244 -2.43744 -0.02943 0.06 2.51 0.33 -0.003
C 1.58114 -1.81400 -0.10278 2.86 -1.00 -2.26 -0.002
O 1.96776 -0.63091 -0.26183 -0.90 0.65 -0.21 0.264
C -1.06053 -0.38222 0.33110 0.61 -1.56 -0.12 0.014
C -0.17443 0.81186 0.16399 -0.68 1.56 -0.17 0.318
C -0.10476 1.73107 1.35768 -0.24 0.08 0.13 0.012
C -0.17677 1.51771 -1.19842 0.62 -0.69 -0.18 0.061
H -0.45203 -1.14238 -1.57342 0.72 -0.55 0.06 -0.004
H -1.61387 -2.13044 -0.79679 0.52 -0.50 0.45 -0.003
H 0.77976 -1.86484 0.92834 -2.48 -1.78 1.13 -0.001
H 2.35321 -2.58216 -0.04906 0.61 0.26 0.46 0.015
H -2.11960 -0.10422 0.21362 0.32 0.03 0.04 0.021
H -0.91712 -0.85111 1.31255 -0.47 0.71 0.36 0.004
H 0.98649 0.41207 -0.08533 0.52 -1.26 0.03 0.202
H 0.88346 1.69385 1.82744 -0.13 0.05 0.17 0.026
H -0.88402 1.49540 2.08799 0.32 -0.32 0.10 0.005
H -0.30553 2.76985 1.09117 0.34 0.01 -0.28 0.013
H 0.75894 2.04346 -1.39150 0.06 0.18 0.22 0.015
H -0.22820 0.76735 -1.99176 -0.43 0.39 -0.07 -0.002
H -0.95797 2.27795 -1.23581 -0.30 -0.18 0.00 0.035


(5)
21
Properties=species:S:1:pos:R:3:forces:R:3:mulliken_spin:R:1 method="wB97M-V/def2-TZVPD" relative_energy_kj_mol=140.7 multiplicity=2 charge=+1 total_energy_ha=-366.05637 s2=0.7835
C 0.19913 2.45407 1.12986 1.15 0.37 -0.31 0.026
C 0.41887 1.03245 1.60629 -0.31 -2.96 1.13 0.009
N -1.52959 -1.80485 -0.17295 1.45 -0.38 2.46 0.167
C -1.16177 -0.72068 0.68151 -3.58 -4.33 0.51 0.266
C 0.03854 -0.11820 0.60655 3.06 3.23 -1.57 0.158
C 0.90554 -0.37251 -0.54602 -0.18 -0.50 0.40 0.037
C 2.20083 0.10493 -0.64757 0.21 0.05 0.79 0.290
H 0.80805 2.54437 0.22299 -0.34 0.44 -0.06 0.001
H -0.85069 2.64710 0.90110 0.16 -0.02 0.01 -0.001
H 0.57986 3.23131 1.84182 -0.44 -0.92 -0.42 0.000
H 1.42827 0.70916 1.99540 -0.68 1.04 -0.58 0.001
H -0.22708 0.79852 2.46360 0.07 0.37 0.06 0.004
H -2.12750 -2.54097 0.25288 -0.44 1.40 -0.20 -0.002
H -0.70151 -2.39036 -0.33307 0.05 0.60 -0.92 0.005
H -1.87024 -0.68842 1.56042 0.81 0.97 -1.16 0.001
H 0.54897 -1.06412 -1.38303 0.47 1.22 1.14 0.013
H 2.75682 -0.23021 -1.51182 0.09 0.16 -0.14 0.012
H 2.82481 0.71620 0.09030 -1.48 -0.85 -0.93 0.013
H -1.52152 -1.03725 -3.65218 -0.62 0.31 0.36 -0.002
H -1.55903 -1.63832 -2.10686 -0.46 0.67 -1.30 -0.006
O -1.16076 -1.63223 -2.99923 1.02 -0.87 0.74 0.007


(6)
22
Properties=species:S:1:pos:R:3:forces:R:3:lowdin_charge:R:1 method="wB97M-V/def2-TZVPD" relative_energy_kj_mol=304.9 charge=0 total_energy_ha=-441.56387
C 0.57828 -0.65356 0.41077 0.29 1.22 -0.49 -0.458
C -0.79933 -0.72959 0.77622 -0.81 1.18 -0.57 0.060
C 1.03512 -1.44778 -0.79594 -0.08 0.03 0.13 -0.062
C 1.61346 -0.57960 1.51613 -0.13 -0.13 -0.03 -0.067
C -2.01972 0.67793 -1.38015 0.02 -0.11 0.03 -0.072
C 0.22972 1.14955 -0.20310 0.12 -1.45 0.42 -0.638
N -1.35380 0.86947 -0.09021 1.08 -0.97 0.41 -0.017
O 0.47279 1.95191 0.91174 -0.21 0.12 0.10 0.031
O 0.72545 1.39740 -1.28975 -0.22 0.22 -0.16 0.026
H 1.27561 2.45213 0.71338 -0.08 -0.06 -0.11 0.117
H -1.80738 1.59714 0.46147 0.07 -0.04 0.05 0.136
H -1.07392 -0.48987 1.79805 -0.06 -0.12 0.00 0.110
H -1.46844 -1.41265 0.25963 -0.05 -0.01 0.12 0.105
H 2.53183 -0.11692 1.14414 -0.04 -0.01 0.00 0.087
H 0.22660 -1.61374 -1.50974 -0.02 0.01 0.01 0.070
H 1.42769 -2.42632 -0.50072 0.03 0.01 -0.03 0.078
H 1.81732 -0.90086 -1.32717 -0.01 -0.01 0.04 0.082
H 1.26228 0.00938 2.36253 0.00 0.00 -0.01 0.073
H 1.87502 -1.58030 1.87652 0.04 0.02 0.01 0.078
H -3.02647 0.28961 -1.21347 0.03 0.09 -0.01 0.087
H -1.45720 -0.04667 -1.96582 0.05 0.03 0.04 0.082
H -2.06492 1.60335 -1.95451 -0.01 -0.02 0.08 0.092


(7)
22
Properties=species:S:1:pos:R:3:forces:R:3:lowdin_charge:R:1 method="wB97M-V/def2-TZVPD" relative_energy_kj_mol=147.0 charge=0 total_energy_ha=-441.62402
C 2.23489 0.03864 -0.15132 0.81 -3.14 -0.88 -0.058
C 1.05145 -0.77069 -0.84963 -0.29 0.55 1.42 -0.401
C 0.65162 -2.03225 -0.09665 -0.57 -0.18 2.03 -0.098
C -0.21545 0.09126 -0.89197 -0.61 0.42 -1.51 -0.163
C -0.75745 0.95852 0.24251 2.03 1.99 1.26 -0.306
N -1.00952 0.48717 1.63734 -0.18 -0.64 -1.51 0.068
C -1.96146 1.69887 -0.27740 0.07 -0.14 -2.25 -0.471
O -1.90345 2.14552 -1.42785 -1.25 -0.35 2.80 0.073
O -3.03535 1.69893 0.53742 -0.10 0.92 -1.37 0.119
H 2.33134 1.01686 -0.59869 0.20 0.26 0.08 0.063
H 3.20149 -0.59556 -0.30461 -1.42 1.38 0.08 0.103
H 2.12852 0.05082 0.94586 -0.31 0.33 -0.45 0.066
H 1.22164 -1.00321 -1.90573 0.53 0.11 0.23 0.129
H 1.24423 -2.95919 -0.12267 0.03 0.55 -0.28 0.082
H 0.56438 -1.72580 0.96693 0.77 -0.28 -0.07 0.064
H -0.42040 -2.28210 -0.17715 0.44 -0.26 -1.04 0.073
H 0.02433 0.86742 -1.72003 -1.22 -1.43 1.10 0.154
H -1.08059 -0.60846 -1.08302 0.83 0.80 -0.86 0.134
H -0.02460 1.79543 0.32824 -0.27 -0.40 0.28 0.160
H -0.15687 0.18426 2.04499 1.50 0.78 0.70 0.057
H -1.30568 -0.45351 1.48597 -1.48 -1.01 -0.02 0.066
H -2.78308 1.39705 1.41744 0.50 -0.27 0.25 0.088


(8)
22
Properties=species:S:1:pos:R:3:forces:R:3:lowdin_charge:R:1 method="wB97M-V/def2-TZVPD" relative_energy_kj_mol=191.5 charge=0 total_energy_ha=-441.60708
C 0.43792 0.01503 -1.66304 0.23 0.22 0.11 -0.061
C 0.20645 0.41823 -0.21812 -4.16 -2.36 1.82 -0.246
C -1.30227 -0.16820 0.26678 1.17 0.90 -1.78 -0.396
C -2.39317 0.65259 -0.40456 -0.09 -0.40 0.16 -0.053
O -1.51138 -0.23132 1.65031 0.32 0.22 0.36 -0.039
C 1.13604 -0.28701 0.83496 0.45 2.50 -1.26 -0.347
N 1.31944 -1.68878 0.57029 0.12 0.22 -0.14 0.069
C 2.30521 0.57706 0.42502 2.05 -0.56 2.62 -0.261
O 2.50236 1.72486 0.78346 -0.53 -0.97 -0.79 0.045
H -0.37103 0.34774 -2.30989 -0.04 0.08 0.05 0.071
H 0.53257 -1.06401 -1.75623 0.03 -0.03 0.03 0.079
H 1.35227 0.47323 -2.03543 0.12 -0.03 -0.18 0.081
H 0.11739 1.49613 -0.06842 0.50 -0.11 0.09 0.136
H -1.32906 -1.20557 -0.07456 -0.10 0.02 -0.05 0.134
H -2.36159 0.54495 -1.48400 0.00 0.08 -0.12 0.069
H -3.36792 0.30701 -0.05967 -0.06 0.04 -0.04 0.082
H -2.28960 1.70827 -0.15237 0.02 0.10 0.01 0.084
H -1.58336 0.66918 1.99066 -0.02 -0.07 0.03 0.105
H 0.82631 -0.01052 1.85376 0.00 -0.06 -0.37 0.148
H 0.50584 -2.21608 0.86342 0.22 -0.05 0.11 0.084
H 2.15547 -2.03536 1.02602 -0.23 -0.14 0.09 0.084
H 3.11210 -0.02745 -0.03838 0.00 0.39 -0.76 0.134


(9)
22
Properties=species:S:1:pos:R:3:forces:R:3:lowdin_charge:R:1 method="wB97M-V/def2-TZVPD" relative_energy_kj_mol=324.3 charge=0 total_energy_ha=-441.55649
C 1.33321 1.75583 -1.93196 -0.08 0.03 0.12 0.036
C 0.48127 1.36474 -0.99828 -0.06 -0.20 -0.12 -0.105
C 0.82690 0.48660 0.16637 -1.72 -1.90 -1.67 -0.549
N 2.20726 0.40960 0.41824 0.42 -0.27 -0.05 0.134
O 0.21886 -1.01091 -0.23315 1.67 1.06 0.93 -0.213
C -0.27894 -1.36576 -1.48752 0.15 0.61 -0.53 -0.165
O 0.11194 0.76824 1.27672 -2.60 -1.20 0.39 -0.061
C -1.43516 0.18383 1.25085 2.02 1.83 0.38 -0.101
C -1.56390 -1.00636 2.15653 0.12 0.15 0.08 -0.082
H 2.37487 1.47813 -1.90197 0.12 -0.03 0.14 0.059
H 1.02138 2.38522 -2.74833 -0.14 0.08 -0.15 0.056
H -0.56511 1.63397 -1.03769 -0.12 0.13 -0.12 0.110
H 2.42302 0.58454 1.38486 -0.13 -0.14 0.26 0.094
H 2.60660 -0.46770 0.11851 -0.09 -0.03 0.00 0.100
H -0.41363 -2.45683 -1.50976 0.01 0.28 0.11 0.087
H 0.40305 -1.09042 -2.30976 -0.16 -0.09 0.12 0.079
H -1.25115 -0.87540 -1.69987 0.17 -0.22 -0.02 0.077
H -1.81058 0.01798 0.23352 0.55 0.16 0.31 0.098
H -1.87136 1.08654 1.67349 -0.33 -0.19 0.00 0.109
H -1.15673 -1.89578 1.69211 0.04 -0.10 -0.05 0.069
H -1.03673 -0.81994 3.09296 -0.04 -0.02 -0.03 0.082
H -2.62506 -1.16610 2.39413 0.18 0.06 -0.11 0.085


(10)
23
Properties=species:S:1:pos:R:3:forces:R:3:lowdin_charge:R:1 method="wB97M-V/def2-TZVPD" relative_energy_kj_mol=730.2 charge=0 total_energy_ha=-516.66099
C 2.32251 -0.20130 -0.22453 -0.07 0.10 0.16 -0.030
N -0.08610 -0.71907 0.34234 -0.30 1.15 0.20 -0.246
C 1.08304 -0.96536 -0.55710 0.05 -0.14 -0.31 -0.283
C 0.96771 -1.81135 -1.56841 0.06 -0.46 0.50 0.103
O 0.30693 -0.75273 1.65457 0.27 0.17 0.07 -0.046
O -1.02453 -1.75784 0.15344 -0.12 0.30 0.16 0.050
H 0.53272 0.35339 1.79790 -0.41 0.08 -0.68 0.090
H -1.84479 -1.34201 -0.18266 0.57 0.16 0.05 0.123
H 2.14790 0.87130 -0.30348 0.04 -0.02 0.04 0.079
H 2.63609 -0.40611 0.79927 -0.02 0.03 -0.04 0.090
H 3.12171 -0.49865 -0.90065 -0.09 -0.03 -0.05 0.087
H 1.84590 -2.07188 -2.14119 0.05 0.30 -0.13 0.077
H 0.09221 -2.41222 -1.74630 -0.16 0.20 -0.03 0.071
C -2.03986 0.85753 0.99944 0.16 -0.20 0.07 -0.044
C -0.86835 0.69007 0.06274 -0.74 -1.24 -1.17 -0.338
C -0.95402 0.99895 -1.24581 0.36 0.32 0.48 0.021
O 0.50581 1.57983 1.19891 0.46 -0.48 0.53 -0.217
H 0.15409 2.33744 1.67614 -0.13 -0.15 0.03 0.031
H -2.95301 0.44987 0.56213 -0.01 0.03 -0.06 0.085
H -1.86033 0.33109 1.93483 0.00 0.21 0.08 0.087
H -2.20829 1.92003 1.17827 0.10 -0.12 0.09 0.093
H -0.11895 0.90532 -1.92212 -0.02 -0.32 -0.08 0.056
H -1.75841 1.64370 -1.56774 -0.04 0.12 0.09 0.062


(11)
23
Properties=species:S:1:pos:R:3:forces:R:3:lowdin_charge:R:1 method="wB97M-V/def2-TZVPD" relative_energy_kj_mol=311.7 charge=0 total_energy_ha=-516.82038
C 2.20801 -0.11988 0.88590 0.11 -0.25 -0.16 -0.067
C 0.91336 0.61923 0.58686 -1.47 -0.38 1.61 -0.225
C -0.26478 0.15807 1.62595 2.28 1.46 0.73 -0.504
O -0.78156 0.92908 2.41802 -0.04 -0.66 -0.99 0.056
O -0.16184 -1.17611 1.93320 -0.44 0.02 0.00 0.053
C 0.24452 0.44307 -0.75410 -2.18 -0.99 -0.40 -0.232
C 0.88106 -0.51053 -1.75210 -0.18 0.00 0.07 -0.053
N -1.26445 -0.04282 -0.27876 1.35 0.29 -0.71 -0.195
C -2.30221 0.88394 -0.71981 0.12 -0.03 -0.01 -0.061
O -1.67033 -1.34844 -0.73437 0.68 0.66 0.18 -0.036
H 3.02102 0.23912 0.24731 -0.05 0.08 0.14 0.083
H 2.48337 0.02485 1.93602 0.02 0.05 -0.22 0.091
H 2.12591 -1.19649 0.72000 -0.09 0.12 0.05 0.075
H 1.05884 1.68505 0.79126 -0.12 -0.19 0.06 0.140
H -0.56596 -1.23450 2.81894 -0.03 -0.12 -0.34 0.130
H 0.07852 1.41628 -1.22369 -0.08 -0.17 -0.02 0.131
H 1.82521 -0.09256 -2.11919 -0.09 -0.04 0.17 0.087
H 1.08633 -1.48424 -1.29868 -0.06 0.12 -0.13 0.080
H 0.23508 -0.65778 -2.62273 0.03 -0.01 0.19 0.082
H -2.35702 0.92466 -1.81018 -0.10 -0.03 -0.10 0.086
H -3.27142 0.57890 -0.31598 0.22 -0.06 -0.05 0.092
H -2.07885 1.88799 -0.34909 0.12 -0.19 0.08 0.094
H -1.44283 -1.92688 0.01524 0.01 0.31 -0.14 0.095


(12)
23
Properties=species:S:1:pos:R:3:forces:R:3:lowdin_charge:R:1 method="wB97M-V/def2-TZVPD" relative_energy_kj_mol=350.3 charge=0 total_energy_ha=-516.80568
O 4.66567 1.12106 -0.10998 -1.17 -1.42 -1.63 -0.078
C 5.05163 1.11473 1.22311 3.15 -1.12 1.15 -0.258
C 5.28254 -0.29804 1.71104 -1.42 -2.49 -1.17 -0.321
O 5.87051 -1.15335 0.58773 -0.78 0.85 1.96 -0.065
C 6.09226 -0.55984 2.97419 0.33 0.27 -0.27 -0.171
N 5.44713 -0.06719 4.16724 -0.24 0.01 -0.02 -0.144
C 5.98951 -0.49122 5.46788 0.17 -0.28 0.14 -0.115
C 5.68838 0.91221 6.02944 0.18 0.07 0.02 -0.332
O 4.51441 1.02852 6.79380 0.00 0.07 0.11 -0.021
C 5.57417 1.34875 4.55568 0.07 0.30 -0.17 -0.119
H 4.31523 0.20878 -0.43996 0.86 2.33 1.36 0.150
H 4.36506 1.64220 1.90400 0.40 0.06 -0.37 0.125
H 6.17278 1.37682 1.36565 -1.68 1.35 -0.75 0.151
H 4.26865 -0.69767 1.91056 0.42 -0.45 -0.23 0.145
H 6.13683 -0.61303 -0.16178 0.07 0.39 0.20 0.067
H 7.10767 -0.12920 2.84465 -0.08 -0.08 0.07 0.131
H 6.20329 -1.64898 3.07835 -0.03 0.30 -0.16 0.136
H 7.07503 -0.69670 5.43718 -0.21 0.04 -0.01 0.121
H 5.47198 -1.33874 5.94208 0.13 0.23 -0.13 0.121
H 6.48630 1.38244 6.61327 -0.24 -0.12 -0.13 0.143
H 3.77581 0.64608 6.30893 0.03 -0.06 -0.10 0.094
H 4.71858 1.99396 4.30536 0.22 -0.16 0.05 0.115
H 6.50598 1.81429 4.18410 -0.19 -0.08 0.06 0.123